No. 1
Formula: C13H19F4N2O6PS
Source: the Open Molecules 2025 dataset
Level of theory: ωB97M-V/def2-TZVPD

```
46
Properties=species:S:1:pos:R:3:forces:R:3
C 2.095 1.238 -0.737 -0.985 -1.149 1.012
C 0.778 0.232 -0.727 -0.939 -2.255 -6.774
O 0.387 -0.365 -1.874 1.982 3.166 7.494
N -0.002 -0.110 0.523 -1.660 0.042 -1.131
C -0.456 1.113 1.290 -3.064 5.955 0.391
C -0.042 1.144 2.911 1.390 -0.842 -0.967
O -1.109 2.167 0.777 4.278 -7.270 2.553
C -1.122 -1.094 0.264 -0.402 -1.783 -0.904
N -1.027 -2.394 0.695 -0.562 2.199 -0.723
C 0.029 -3.140 1.481 0.724 -0.146 1.595
C 1.569 -2.920 0.963 4.240 -0.537 -6.156
O 2.060 -3.264 -0.230 -4.040 2.442 9.066
F 2.524 -2.214 1.897 -3.475 -2.209 -2.435
C -2.214 -3.249 0.309 0.597 -2.886 -3.154
C -3.142 -2.460 -0.796 -0.036 1.008 2.709
C -2.576 -0.913 -0.507 1.143 -0.638 -0.416
P -3.869 -0.277 0.747 -1.528 0.222 -0.080
C -4.404 1.527 0.419 0.261 1.421 0.043
C -3.363 -0.587 2.562 0.247 0.355 1.251
H 2.674 1.054 -1.742 -1.330 0.548 2.018
H 2.748 0.913 0.208 -1.353 0.981 -2.081
H 1.684 2.331 -0.648 1.028 -2.077 -0.200
H -0.855 0.658 3.599 1.381 1.103 -1.506
H 0.934 0.470 2.990 -2.098 1.350 -0.111
H 0.277 2.223 3.256 -1.100 -2.138 -0.915
H -0.240 -4.292 1.398 0.817 2.578 -0.016
H -0.080 -2.831 2.622 0.510 -0.597 -2.454
H -2.718 -3.871 1.163 0.881 1.965 -1.213
H -1.724 -4.106 -0.352 -0.763 1.545 1.508
H -3.155 -2.831 -1.913 0.489 0.674 2.514
H -4.207 -2.465 -0.277 2.008 -0.022 -1.778
H -2.573 -0.299 -1.513 0.463 -0.909 2.396
H -5.315 1.521 -0.317 1.752 -0.267 1.491
H -4.759 2.005 1.433 0.717 -0.974 -1.959
H -3.583 2.216 -0.052 -1.397 -1.325 1.052
H -3.110 0.464 3.057 -0.437 -2.439 -0.724
H -2.483 -1.362 2.706 -1.647 1.750 -0.367
H -4.308 -1.087 3.093 2.084 1.336 -1.214
C 6.369 2.721 -3.473 1.568 -0.623 0.114
F 6.950 3.029 -2.270 -0.758 -0.121 -0.951
F 7.284 3.078 -4.431 -1.134 -0.170 0.807
F 6.303 1.351 -3.514 -0.261 1.144 0.021
S 4.706 3.539 -3.710 -2.126 1.704 -1.064
O 4.964 4.984 -3.638 0.464 -1.685 0.192
O 3.865 3.048 -2.610 1.012 -0.305 -0.248
O 4.237 3.103 -5.033 1.060 -0.123 1.316
```
Forces are in eV/Å.

Properties
2S+1 = 1
relative energy (zero: lowest compared OMol25 entry of this formula, charge and spin) = 47.02 kcal per mole
LUMO = -3.10 eV


No. 2
Formula: C54H90N12
Source: the Open Molecules 2025 dataset
Level of theory: ωB97M-V/def2-TZVPD

```
156
Properties=species:S:1:pos:R:3:forces:R:3
C -4.719 -4.516 -1.511 -2.037 -3.912 -1.513
C -4.721 -3.371 -0.810 -1.699 1.158 2.495
C -5.835 -3.426 0.078 1.086 0.091 -0.650
N -6.542 -4.594 -0.160 2.300 -0.151 -0.864
C -5.836 -5.355 -1.122 1.041 2.586 0.371
H -4.049 -4.652 -2.347 0.039 -0.635 0.105
H -3.915 -2.666 -0.954 -0.428 0.458 0.487
H -5.996 -2.792 0.937 -0.500 -0.034 -0.190
H -7.331 -4.925 0.376 0.285 0.150 -0.085
H -6.137 -6.359 -1.382 -0.053 0.277 -0.159
C 3.518 2.868 -4.055 0.678 1.459 1.195
C 3.213 2.668 -2.673 0.078 1.237 0.163
C 3.480 3.877 -2.016 0.069 -1.640 1.310
N 4.085 4.762 -2.835 -1.301 -1.726 -1.848
C 4.015 4.162 -4.109 0.823 1.053 -0.350
H 3.456 2.145 -4.855 -0.067 0.245 -0.013
H 2.778 1.777 -2.245 0.036 0.163 0.144
H 3.316 4.149 -0.984 0.051 -0.248 0.059
H 4.339 5.705 -2.574 -0.109 -0.274 -0.418
H 4.342 4.786 -4.927 0.072 -0.384 -0.210
C -3.178 -3.274 3.338 2.109 -2.161 0.643
C -3.753 -2.160 2.779 -0.565 1.025 -1.002
C -4.616 -1.672 3.702 -1.202 0.651 1.693
N -4.547 -2.473 4.853 -0.012 1.638 -1.329
C -3.586 -3.388 4.629 -0.624 -0.694 1.417
H -2.485 -3.996 2.932 0.112 0.284 -0.378
H -3.512 -1.726 1.820 -0.293 -0.067 -0.017
H -5.204 -0.767 3.747 -0.091 -0.141 -0.285
H -5.060 -2.358 5.715 0.198 0.172 -0.317
H -3.298 -3.940 5.512 0.280 -0.685 -0.565
C 3.526 0.671 4.440 -1.476 0.204 0.706
C 3.403 0.621 3.016 1.892 0.072 1.846
C 2.102 0.659 2.752 -1.350 -0.528 -0.736
N 1.368 0.656 3.921 0.564 0.465 -1.108
C 2.203 0.805 5.002 2.744 -1.349 -1.851
H 4.465 0.479 4.937 -0.152 0.496 0.421
H 4.224 0.549 2.318 -0.106 -0.004 -0.060
H 1.764 0.621 1.727 -1.005 0.018 0.362
H 0.361 0.593 3.898 0.039 0.659 0.773
H 1.906 0.843 6.040 -0.255 -0.096 -0.244
C -2.671 -3.745 -4.767 -0.301 0.564 1.072
C -2.171 -2.925 -3.672 0.933 -1.268 -0.962
C -0.881 -3.391 -3.493 0.532 -1.213 1.951
N -0.676 -4.552 -4.202 0.010 1.483 -0.377
C -1.717 -4.681 -5.048 -0.916 -1.483 -0.475
H -3.662 -3.701 -5.195 0.132 0.035 -0.061
H -2.642 -2.125 -3.120 -0.036 0.046 -0.398
H -0.056 -3.221 -2.817 -0.407 0.874 0.405
H 0.181 -5.086 -4.177 -0.271 0.175 -0.209
H -1.794 -5.561 -5.670 -0.012 0.226 -0.220
C 0.883 -1.405 0.242 -1.927 0.206 -0.094
C 1.117 -0.656 -0.927 0.992 1.133 -0.259
C -0.071 -0.324 -1.518 0.156 -1.062 -1.047
N -1.061 -1.003 -0.857 0.194 0.826 0.211
C -0.504 -1.553 0.253 0.653 -0.896 1.202
H 1.551 -1.654 1.053 -0.020 -0.112 -0.230
H 2.064 -0.261 -1.264 0.081 -0.093 0.049
H -0.232 0.222 -2.436 -0.208 -0.095 0.080
H -2.001 -1.157 -1.192 0.122 0.393 0.308
H -1.106 -1.887 1.084 -0.169 -0.419 -0.282
C -5.338 0.587 -2.974 2.656 1.449 -1.795
C -4.456 1.666 -2.495 0.054 -2.357 -0.245
C -3.244 1.543 -3.201 -0.963 1.519 1.485
N -3.388 0.595 -4.151 0.885 0.529 -0.200
C -4.611 0.090 -4.086 -3.093 -1.495 1.041
H -6.332 0.311 -2.656 0.117 0.144 -0.152
H -4.679 2.237 -1.606 0.322 0.301 -0.193
H -2.373 2.176 -3.114 0.147 -0.175 0.054
H -2.656 0.240 -4.750 -0.045 0.259 -0.172
H -4.967 -0.572 -4.861 0.151 -0.294 0.191
C 1.547 -3.672 6.004 -0.486 0.995 -0.731
C 0.859 -4.882 5.873 0.144 -1.248 -0.161
C -0.109 -4.719 4.910 -1.152 -2.232 0.698
N -0.154 -3.442 4.561 1.180 1.996 -1.313
C 0.920 -2.822 5.103 1.095 1.112 1.201
H 2.353 -3.426 6.680 0.030 -0.050 -0.257
H 1.132 -5.818 6.335 -0.204 0.030 0.046
H -0.794 -5.429 4.471 -0.017 -0.043 0.236
H -0.669 -2.965 3.835 -0.247 -0.644 0.099
H 1.224 -1.838 4.776 -0.236 0.128 0.219
C -0.140 0.391 -6.899 1.399 2.270 1.034
C -1.028 -0.302 -7.709 0.256 0.978 -0.712
C -1.464 -1.292 -6.940 -0.684 -3.634 1.603
N -0.796 -1.356 -5.706 -0.858 2.645 -2.317
C -0.066 -0.152 -5.641 -0.038 -2.141 -0.078
H 0.371 1.291 -7.210 0.029 0.083 0.168
H -1.256 -0.010 -8.724 -0.296 -0.307 0.159
H -2.180 -2.077 -7.131 0.074 -0.024 -0.212
H -0.924 -2.109 -5.045 0.018 0.579 0.136
H 0.441 0.070 -4.714 0.308 0.267 -0.351
C -0.117 3.800 -4.572 -0.095 1.455 -0.921
C 0.299 4.135 -3.147 -1.226 -2.693 0.121
N -0.904 4.223 -2.274 0.922 0.092 -1.354
C -0.444 4.287 -0.894 -0.834 -0.982 0.548
C 0.260 2.998 -0.430 -0.004 0.247 -0.015
C -1.710 5.382 -2.733 0.083 -0.471 0.902
C -3.066 5.429 -2.059 0.306 -0.210 0.977
H -1.020 3.196 -4.668 -0.212 0.190 0.558
H 0.597 3.240 -5.175 0.525 0.307 0.301
H -0.295 4.768 -5.040 -0.193 -0.248 -0.782
H 0.818 3.202 -2.926 0.229 0.467 0.939
H 0.966 4.979 -2.969 0.190 0.226 -0.473
H -1.324 4.417 -0.264 -0.012 0.256 0.110
H 0.266 5.085 -0.680 0.047 0.651 -0.194
H 0.430 3.012 0.646 0.192 0.397 0.078
H 1.228 2.949 -0.929 -0.073 -0.383 0.185
H -0.297 2.071 -0.573 -0.142 0.163 -0.488
H -1.099 6.263 -2.536 -0.164 0.661 0.070
H -1.927 5.394 -3.801 0.524 -0.599 -0.039
H -3.495 4.432 -1.954 -0.181 -0.131 -0.872
H -2.969 5.659 -0.998 -0.055 0.805 -0.003
H -3.720 6.122 -2.589 -0.165 -0.107 0.327
C -1.662 0.122 5.996 0.100 -1.209 0.991
C -2.269 0.760 4.809 1.501 2.147 -0.586
N -1.159 1.628 4.275 -0.814 -0.945 -1.400
C -1.244 1.637 2.809 0.072 2.102 -1.296
C -2.452 2.402 2.176 0.320 -0.609 0.434
C -1.125 2.977 4.903 -1.757 -1.137 -0.029
C -0.187 3.929 4.220 0.162 -0.372 0.932
H -0.784 -0.427 5.655 -0.177 -0.469 -0.141
H -2.365 -0.581 6.444 0.159 -0.070 0.389
H -1.199 0.761 6.749 -0.656 0.428 0.063
H -2.565 0.005 4.080 0.145 0.116 -0.070
H -3.087 1.470 4.930 -0.648 -0.442 0.632
H -0.383 2.171 2.408 0.328 0.000 0.272
H -1.123 0.673 2.316 -0.322 -0.539 0.617
H -2.391 3.463 2.416 -0.348 -0.045 0.386
H -2.470 2.394 1.086 0.270 -0.443 -0.083
H -3.374 1.935 2.523 -0.264 0.391 0.011
H -0.980 2.848 5.976 0.680 -0.047 -0.024
H -2.166 3.301 4.883 -0.322 0.738 -0.212
H 0.772 3.420 4.307 0.327 0.237 -0.911
H -0.068 4.851 4.789 -0.299 0.083 -0.087
H -0.577 4.130 3.222 0.695 0.124 -0.020
C 4.509 -2.696 -0.062 -0.606 -0.414 -0.872
C 5.841 -2.063 -0.424 -1.185 -1.072 1.125
N 6.305 -1.316 0.728 1.852 -0.472 -0.084
C 6.839 -2.249 1.791 -0.765 2.442 0.340
C 7.376 -1.402 2.988 0.557 -1.988 0.525
C 7.312 -0.314 0.281 -0.829 -1.424 0.402
C 6.570 0.774 -0.450 1.575 1.472 0.921
H 3.777 -1.982 0.316 0.069 0.022 -0.074
H 4.580 -3.539 0.625 0.240 0.231 0.274
H 4.153 -3.157 -0.983 -0.523 0.031 -0.093
H 6.442 -2.946 -0.642 0.908 0.097 -0.292
H 5.738 -1.477 -1.337 0.101 0.113 0.309
H 6.012 -2.796 2.244 -0.150 -0.162 -0.544
H 7.566 -2.957 1.394 0.289 -0.038 -0.002
H 7.418 -2.106 3.819 -0.361 -0.258 0.303
H 8.444 -1.187 2.973 -0.129 0.846 -0.601
H 6.727 -0.609 3.362 0.148 0.205 -0.634
H 8.053 -0.656 -0.442 0.067 -0.964 -0.341
H 7.954 -0.130 1.143 -0.490 1.154 0.002
H 6.017 1.438 0.215 -0.656 -0.430 -0.100
H 6.029 0.401 -1.320 -0.024 0.335 0.285
H 7.398 1.417 -0.746 -0.156 0.347 -0.837
```
Forces are in eV/Å.

Properties
2S+1 = 1
SMILES string = c1cc[nH]c1.c1cc[nH]c1.c1cc[nH]c1.c1cc[nH]c1.c1cc[nH]c1.c1cc[nH]c1.c1cc[nH]c1.c1cc[nH]c1.c1cc[nH]c1.CCN(CC)CC.CCN(CC)CC.CCN(CC)CC
relative energy (zero: lowest compared OMol25 entry of this formula, charge and spin) = 0.00 kcal per mole
LUMO = 0.58 eV


No. 3
Formula: C7H16NO
Source: the Open Molecules 2025 dataset
Level of theory: ωB97M-V/def2-TZVPD

```
25
Properties=species:S:1:pos:R:3:forces:R:3
C -3.657 0.416 -0.379 0.032 0.248 -2.183
C -2.735 -0.511 -0.433 -0.923 0.694 -2.425
C -0.412 1.372 0.073 0.282 1.591 0.132
C 1.472 -0.500 -1.512 2.168 1.939 1.748
C 2.476 0.298 0.667 0.513 2.137 -1.203
C 0.117 0.155 0.581 0.104 -0.105 1.231
C 1.300 -0.554 0.016 -0.588 0.965 -0.555
N 1.249 -1.822 0.538 0.708 -3.763 0.705
O -0.420 -0.296 1.705 1.687 0.214 -1.066
H -3.978 0.936 -1.271 -0.327 -0.159 -0.083
H -4.097 0.690 0.500 -1.024 0.914 2.310
H -2.427 -0.783 -1.444 0.582 -0.430 0.620
H 0.265 1.803 -0.673 -0.205 0.290 0.419
H -0.712 2.053 0.938 0.193 -0.550 -1.471
H -1.306 1.031 -0.487 -0.057 0.317 0.296
H 2.350 -1.064 -1.802 -0.365 -0.792 -0.147
H 0.629 -0.547 -2.097 -2.002 -1.172 -1.249
H 1.829 0.503 -1.707 0.078 0.474 -0.196
H 3.371 -0.341 0.323 -1.096 0.843 1.742
H 2.163 0.596 1.720 1.510 -1.101 -0.905
H 2.711 1.318 0.137 -0.841 -1.761 0.815
H 0.900 -1.854 1.483 0.249 -0.348 0.075
H -2.376 -0.836 0.471 0.931 -1.711 1.554
H 2.034 -2.503 0.411 -0.989 1.352 -0.043
H -0.746 0.443 2.244 -0.621 -0.084 -0.121
```
Forces are in eV/Å.

Properties
2S+1 = 1
relative energy (zero: lowest compared OMol25 entry of this formula, charge and spin) = 86.68 kcal per mole
charge = +1
LUMO = -5.13 eV